This record from OMol25 describes a molecular structure, C5H9ClINO3S in a non-equilibrium geometry. The level of theory is ωB97M-V/def2-TZVPD.

Values from the calculation:
- E_tot: -1632.3002 a.u.
- Energy above the lowest of the compared OMol25 structures with the same formula, charge and spin: 326.3 kJ/mol
- Max |F|: 5.39 eV Å⁻¹

Cartesian coordinates (Å):
1 C 1.0423 -1.3050 0.2175
2 C 2.2467 -1.9951 0.8872
3 C -1.3251 0.4300 -2.6882
4 C -0.4159 1.2911 -2.0854
5 C -0.6291 0.3289 0.7743
6 N 0.4669 -0.4038 1.0804
7 O 0.6875 -1.4856 -0.9369
8 O 0.3489 2.3418 1.7812
9 O -2.1281 2.2460 1.8194
10 S -0.9008 1.6164 1.9048
11 Cl -0.8365 0.8548 3.8415
12 I -2.4198 -0.6706 0.4007
13 H 2.9992 -1.3165 1.3113
14 H 1.9724 -2.7894 1.4904
15 H 2.7965 -2.5414 0.2112
16 H -1.1851 0.2590 -3.7599
17 H -1.1479 -0.5839 -2.1984
18 H -2.2512 0.7326 -2.6298
19 H -0.6062 2.3225 -1.7262
20 H 0.5157 0.8807 -1.6948
21 H 0.7694 -0.2126 1.9996